Formula: C4H6N2
Source: the Open Molecules 2025 dataset
Level of theory: ωB97M-V with the def2-TZVPD basis set

Max |F| (eV/A): 3.842
Energy above the lowest of the compared OMol25 structures with the same formula, charge and spin (eV): 4.768
HOMO-LUMO gap (alpha / beta) (eV): 7.626 / 7.627

Structure (ORCA input):
```
! wB97M-V def2-TZVPD RIJCOSX def2/J DEFGRID3
* xyz 0 1
C 0.76863 -1.08935 0.29085
C 0.66158 0.42769 0.37959
C 0.74205 0.94280 -0.91720
N -0.63456 -1.23901 -0.11641
N -2.18678 0.47448 0.66997
C -1.14736 -0.08374 0.28857
H -3.04798 0.23853 0.19215
H 1.46126 -1.47996 -0.46155
H 0.93138 -1.56739 1.26281
H 0.81867 1.03822 1.26486
H 1.17291 0.37133 -1.72708
H 0.46022 1.96641 -1.12656
*
```

Formula: C2H8N4O
Source: the Open Molecules 2025 dataset
Level of theory: ωB97M-V with the def2-TZVPD basis set

Max |F| (eV/A): 6.514
Energy above the lowest of the compared OMol25 structures with the same formula, charge and spin (eV): 2.063
SMILES: [NH2+]=C1NO[C@@H]([NH3+])N1
HOMO-LUMO gap (eV): 11.324

Structure (ORCA input):
```
! wB97M-V def2-TZVPD RIJCOSX def2/J DEFGRID3
* xyz 2 1
N 2.24318 -0.44761 -0.37123
C 1.25190 0.22065 0.10934
N 0.70918 1.43164 0.10052
O -0.59703 1.47682 0.55613
C -1.07310 0.19367 0.69410
N -1.78678 -0.37038 -0.68952
N -0.01265 -0.70552 0.61047
H 2.42971 -1.39539 -0.03503
H 2.85538 -0.04420 -1.07495
H 1.28522 2.37258 0.28318
H -1.74129 0.17023 1.52635
H -1.23308 -1.13780 -1.01879
H -1.82058 0.38541 -1.52436
H -2.75086 -0.73895 -0.45220
H 0.24079 -1.41115 1.28598
*
```

Formula: C31H42ClN6O3SSn
Source: the Open Molecules 2025 dataset
Level of theory: ωB97M-V with the def2-TZVPD basis set

Max |F| (eV/A): 2.312
HOMO-LUMO gap (eV): 3.361

Structure (ORCA input):
```
! wB97M-V def2-TZVPD RIJCOSX def2/J DEFGRID3
* xyz -1 1
Sn 1.73540 0.88428 0.68918
C 5.78746 -2.98521 -2.59829
C 4.65639 -3.29704 -1.61733
N 4.60829 -2.38406 -0.50505
C 3.90670 -1.21609 -0.57804
S 4.20480 -0.09712 0.70185
N 3.08609 -1.05389 -1.56634
N 2.31432 0.04245 -1.51292
C 1.58593 0.35719 -2.54821
C 1.59735 -0.46214 -3.80519
C 0.79289 1.53257 -2.43972
C 0.03401 2.03758 -3.51436
C -0.67808 3.19781 -3.36324
C -0.63434 3.86473 -2.13229
C 0.11501 3.29778 -1.12256
N 0.80674 2.18348 -1.24946
H 5.69630 -3.59592 -3.49266
H 5.72956 -1.93964 -2.88702
H 6.75666 -3.17010 -2.13687
H 3.69323 -3.20950 -2.12158
H 4.76396 -4.31470 -1.22637
H 5.40269 -2.35714 0.11565
H 2.04117 -1.42924 -3.58120
H 0.58594 -0.60082 -4.17769
H 2.19772 0.02437 -4.57549
H 0.02119 1.50888 -4.45505
H -1.25496 3.60418 -4.18352
H -1.17633 4.78319 -1.97415
H 0.17180 3.77097 -0.15320
O 1.72212 0.33007 3.42782
C 1.24150 -0.86868 3.96492
C 2.32396 -1.91167 4.24043
C 3.08366 -2.35578 2.98493
C 2.23652 -2.94139 1.89936
C 2.29115 -4.29570 1.57698
C 1.54868 -4.76353 0.50693
C 0.77307 -3.86839 -0.21133
C 0.76946 -2.54130 0.18701
N 1.47250 -2.09972 1.21247
H 2.43490 0.69630 3.96463
H 0.54345 -1.25055 3.21982
H 0.68767 -0.67285 4.89704
H 1.85462 -2.77636 4.71631
H 3.04806 -1.49227 4.94578
H 3.84591 -3.08174 3.27654
H 3.57679 -1.47866 2.55460
H 2.92524 -4.96631 2.14234
H 1.59054 -5.80828 0.22480
H 0.19487 -4.18084 -1.06817
H 0.19364 -1.79281 -0.34115
O -2.47352 0.16297 0.13165
C -2.16730 -0.10518 -1.12134
O -1.05144 -0.34899 -1.49625
C -3.36434 -0.16174 -2.09286
N -4.60323 0.12063 -1.36860
C -5.53223 -0.98373 -1.57196
C -4.60519 -2.18123 -1.75685
C -3.50291 -1.59621 -2.63707
H -3.15740 0.54835 -2.90019
H -5.01178 1.01435 -1.60745
H -3.43350 0.35328 0.19786
H -6.15691 -0.84837 -2.46999
H -6.19478 -1.07967 -0.70765
H -5.10686 -3.02847 -2.21849
H -4.19429 -2.47992 -0.79281
H -3.81924 -1.57678 -3.68131
H -2.56144 -2.13924 -2.57182
C -1.94289 2.43068 2.13463
C -2.97798 3.29441 2.38285
C -3.17393 4.49713 1.63341
C -4.19785 5.36094 1.91518
C -5.10946 5.09096 2.93562
C -4.95522 3.92184 3.68007
C -3.93146 3.05079 3.42108
H -1.80397 1.53827 2.71833
H -1.21217 2.61975 1.36825
H -2.48002 4.72244 0.83262
H -4.30344 6.27568 1.33847
H -5.91879 5.77729 3.14776
H -5.65753 3.70482 4.47930
H -3.81801 2.15406 4.01809
Cl 3.40324 2.91535 2.94915
C 2.69131 2.98822 1.32134
H 3.48751 3.36444 0.67817
H 1.93084 3.76645 1.39990
*
```

no.,E_tot (a.u.)
1,-265.360353
2,-374.502383
3,-2833.402290